(1)
Density functional theory data (ωB97M-V/def2-TZVPD) for C28H35F3N4P2Sn as an isolated structure.

Computed properties:
HOMO level (spin up / spin down) = -5.92 / -7.60 eV
electronic energy = -2503.234105 a.u.

Geometry as ORCA input:
```
! RIJCOSX wB97M-V def2-TZVPD def2/J DEFGRID3
* xyz 0 1
Sn -0.77416 -3.22815 1.23765
C 0.08516 -7.66232 0.03983
C 0.75011 -7.15244 -1.00468
C 0.18615 -7.01429 -2.37659
C -1.28041 -6.54787 -2.55296
C -1.82541 -5.53883 -1.61762
C -2.01999 -5.71162 -0.30356
C -2.38331 -7.05709 0.20299
C -1.32768 -8.14163 0.03072
C -1.31520 -1.03979 1.44563
H 0.60802 -7.89838 0.96792
H 1.83405 -6.98594 -0.94418
H 0.23265 -7.99392 -2.88560
H 0.83803 -6.33775 -2.94566
H -1.32834 -6.14010 -3.57561
H -1.91080 -7.44392 -2.51758
H -2.37076 -4.75585 -2.15184
H -2.20442 -4.89021 0.39797
H -3.25180 -7.42024 -0.37359
H -2.69323 -6.95146 1.24701
H -1.43187 -8.84484 0.87009
H -1.48279 -8.63179 -0.93758
H -0.94974 -0.57437 2.36353
H -2.40534 -0.97441 1.46514
H -0.95473 -0.39999 0.63109
P -1.74877 -1.50606 -1.56916
P 1.53707 -1.74570 -0.78487
N -3.42076 -2.36590 -1.30348
N -2.31978 -0.59773 -2.95607
N 1.95378 -3.13832 0.30990
N 3.25399 -1.59336 -1.30787
C -0.68574 -2.82379 -2.32375
C 0.84826 -2.60371 -2.31569
C -4.20728 -2.30188 -0.15372
C -5.41486 -2.95967 -0.35663
C -5.36562 -3.50713 -1.67221
C -4.13598 -3.13603 -2.21460
C -3.07448 0.58276 -2.75576
C -3.09205 1.31012 -3.93658
C -2.38895 0.54344 -4.91977
C -1.95803 -0.62028 -4.30179
C 1.51504 -3.08176 1.70716
C 1.62264 -4.41750 2.21849
C 1.80907 -5.26848 1.13505
C 1.99301 -4.48258 -0.00787
C 4.21845 -2.61138 -1.29702
C 5.45915 -2.03893 -1.55129
C 5.24904 -0.65237 -1.80880
C 3.89008 -0.40807 -1.70336
H -1.05981 -3.08101 -3.33843
H -0.84024 -3.70650 -1.67973
H 1.32724 -3.58343 -2.45807
H 1.14474 -1.99117 -3.18392
H -3.84156 -1.79677 0.71467
H -6.26403 -2.99304 0.31338
H -6.12980 -4.09074 -2.16653
H -3.69226 -3.38804 -3.15872
H -3.46055 0.81943 -1.77585
H -3.56017 2.27594 -4.08574
H -2.25738 0.82013 -5.95418
H -1.37287 -1.42442 -4.69776
H 1.78794 -2.20136 2.23970
H 1.31096 -4.69637 3.21675
H 1.75806 -6.35329 1.15200
H 2.36012 -4.79737 -0.96892
H 3.96996 -3.63825 -1.06317
H 6.40205 -2.56204 -1.54322
H 6.01215 0.08049 -2.02366
H 3.31191 0.49220 -1.84672
F 3.00980 -0.17593 1.03772
C 1.62870 -0.13471 1.07855
F 1.30747 -0.29503 2.39853
F 1.21192 1.13237 0.77604
*
```


(2)
Density functional theory data (ωB97M-V/def2-TZVPD) for C28H35N2SZr as an isolated structure.

Computed properties:
HOMO level = -10.02 eV
electronic energy = -1642.289781 a.u.

Geometry as ORCA input:
```
! RIJCOSX wB97M-V def2-TZVPD def2/J DEFGRID3
* xyz 1 1
C 1.39538 -1.67558 0.55824
C 1.98021 -1.09219 -0.62663
C 1.03047 -1.24017 -1.71392
C -0.09933 -1.99798 -1.21639
C 0.13849 -2.25531 0.18034
Zr 0.04312 0.18442 -0.09663
C -3.77901 1.30570 -1.45616
C -3.08764 1.01140 -0.28139
H -2.82664 1.80395 0.47141
C -2.33661 -0.24945 -0.00610
H -2.56447 -1.04722 -0.72552
H -2.48097 -0.64950 0.98651
C -3.62086 2.90445 -1.68368
H -2.90058 3.27837 -0.95581
H -3.13825 3.06954 -2.63918
H -4.54784 3.52398 -1.61679
C -3.16916 0.60275 -2.70034
H -2.14116 0.23549 -2.43554
H -3.72499 -0.22717 -3.17747
H -2.90986 1.33855 -3.47136
C 3.38778 -0.63309 -0.73395
H 3.65864 -0.01621 0.13727
H 4.09471 -1.48886 -0.75750
H 3.55645 -0.04368 -1.63290
C 1.26050 -0.86335 -3.14032
H 1.74817 0.12017 -3.20050
H 1.91099 -1.59927 -3.64787
H 0.31936 -0.80245 -3.68783
C -1.13496 -2.63529 -2.06328
H -1.20839 -2.14930 -3.04676
H -0.91125 -3.70496 -2.24114
H -2.13236 -2.60102 -1.60324
C -0.64246 -3.19084 1.05349
H -1.46840 -3.64013 0.51884
H 0.00012 -3.97721 1.44167
H -1.04278 -2.63992 1.92765
C 2.11511 -1.92032 1.82933
H 1.42747 -1.99204 2.68532
H 2.68676 -2.86384 1.79444
H 2.83548 -1.11882 2.04815
C 1.21528 2.12403 -1.31677
C 0.47004 3.28636 -1.94162
C 2.53272 2.18084 -1.84180
C 0.44483 2.99519 -3.34574
H -0.45499 3.86987 -1.73793
C 2.82734 2.65108 -3.12933
H 3.37054 1.93180 -1.23715
C 1.69959 2.86729 -3.95381
H -0.50703 2.93577 -3.90968
H 3.81853 2.78635 -3.53114
H 1.75544 2.94716 -5.04406
N -1.44825 -0.98468 3.27636
C -0.54335 0.07120 3.32282
N 0.08720 0.64291 2.27118
C 0.91401 1.70298 2.75257
C 1.74937 2.49694 1.97933
C 2.48817 3.51706 2.60784
C 2.30204 3.77402 3.98195
C 1.46509 2.95671 4.74058
C 0.81258 1.90049 4.13410
S -0.16768 0.65990 4.91512
H -2.17621 -0.90964 2.58439
H -1.74399 -1.24208 4.18820
H 1.82230 2.33498 0.89351
H 3.19317 4.11782 2.03754
H 2.82771 4.61401 4.45342
H 1.29770 3.13205 5.82057
*
```


(3)
Density functional theory data (ωB97M-V/def2-TZVPD) for C28H35N7O3RuS as an isolated structure.

Computed properties:
HOMO level (spin up / spin down) = -13.66 / -13.57 eV
electronic energy = -2189.431664 a.u.
<S²> = 6.05

Geometry as ORCA input:
```
! RIJCOSX wB97M-V def2-TZVPD def2/J DEFGRID3
* xyz 2 5
Ru -1.37580 -0.65590 0.26950
C 6.04474 2.68360 0.81491
C 4.81677 1.88383 1.11809
C 4.18240 1.13605 0.12345
C 3.06808 0.37389 0.41350
C 2.58593 0.36254 1.71463
C 3.20261 1.08364 2.73307
C 4.31135 1.84369 2.42289
S 1.16572 -0.57593 2.10302
O 1.07004 -0.73843 3.51925
O 1.00186 -1.72268 1.23589
N -0.16519 0.34020 1.58392
C -0.83763 1.24136 2.33907
C -0.35996 1.92498 3.47322
C -1.23591 2.76714 4.12744
C -2.53652 2.90466 3.65607
C -2.91372 2.19987 2.50763
N -2.08650 1.40747 1.86302
H 6.20128 2.79173 -0.25588
H 6.91840 2.18497 1.24039
H 5.99219 3.67427 1.26598
H 4.57811 1.14708 -0.88448
H 2.57452 -0.22836 -0.33285
H 2.84150 1.00562 3.75046
H 4.80928 2.40873 3.20055
H 0.65167 1.77463 3.81941
H -0.91308 3.31093 5.00493
H -3.24760 3.54345 4.16078
H -3.91438 2.28337 2.09875
C -1.63898 -2.29048 3.09725
N -2.34822 -1.94386 1.85250
C -3.61348 -1.24004 2.19300
C -2.66687 -3.21055 1.15715
C -3.27019 -2.93583 -0.19880
N -2.32192 -2.17828 -1.04945
C -1.23416 -3.08376 -1.50718
C -3.05095 -1.69798 -2.24251
H -2.27321 -2.93112 3.71701
H -1.39110 -1.39976 3.66431
H -0.71952 -2.82191 2.87255
H -4.39440 -1.96235 2.44660
H -3.96292 -0.61817 1.36726
H -3.45058 -0.60454 3.05720
H -3.36673 -3.79944 1.75773
H -1.74999 -3.79157 1.06101
H -4.18306 -2.34837 -0.09668
H -3.53480 -3.88018 -0.68149
H -1.66355 -3.98640 -1.94964
H -0.57349 -3.36177 -0.68704
H -0.63774 -2.57608 -2.25801
H -3.49801 -2.54765 -2.76491
H -2.36286 -1.19421 -2.91767
H -3.83323 -1.00430 -1.95068
N 5.67982 -0.05529 -6.70011
C 4.85370 -0.09774 -5.90322
C 3.81658 -0.14864 -4.91917
C 2.73659 0.73097 -5.01126
C 1.73659 0.69506 -4.06224
C 1.80074 -0.22364 -3.00754
C 2.87664 -1.11844 -2.93118
C 3.87819 -1.07736 -3.87997
C 0.77896 -0.25304 -2.01607
C -0.10443 -0.27305 -1.17392
H 2.68905 1.43169 -5.83348
H 0.89942 1.37684 -4.12792
H 2.91454 -1.84888 -2.13340
H 4.71156 -1.76466 -3.82827
N -2.06775 1.91549 -2.34654
C -3.02437 1.80103 -1.40095
N -3.90297 2.81613 -1.29294
O -3.12584 0.79200 -0.67052
H -1.94655 2.76974 -2.86212
H -1.29635 1.26902 -2.30620
H -3.88768 3.60267 -1.91842
H -4.70663 2.71228 -0.70071
*
```


(4)
Density functional theory data (ωB97M-V/def2-TZVPD) for C28H36AlBF8NO28S as an isolated structure.

Computed properties:
HOMO level = -4.25 eV
electronic energy = -4714.545771 a.u.

Geometry as ORCA input:
```
! RIJCOSX wB97M-V def2-TZVPD def2/J DEFGRID3
* xyz -1 1
C 2.68209 -0.20236 -3.20508
C 1.90755 0.96948 -4.11291
S 0.45763 1.54682 -3.07278
C 0.87390 3.06219 -2.05351
Al 2.25445 2.76102 -0.56690
C 2.47999 0.81303 0.03351
B 2.58042 0.66582 1.70133
O 3.72989 1.20280 2.48461
O 1.53689 -0.05715 2.50958
O 3.93136 3.44942 -1.07557
N 4.55461 2.66448 -1.97401
O 5.59803 2.28830 -1.46102
H 3.62689 0.31740 -2.75052
H 2.92122 -1.16309 -3.84661
H 1.89708 -0.55062 -2.38741
H 2.66046 1.82030 -4.42675
H 1.50995 0.38253 -5.07212
H -0.13037 3.40930 -1.51207
H 1.20810 4.00438 -2.70587
H 1.75558 3.58315 0.72878
H 3.50705 0.35724 -0.36634
H 1.59265 0.09011 -0.28898
H 4.13827 2.00094 2.03721
H 1.14769 -0.73333 1.85976
C -0.81454 -2.35589 -2.31876
C -1.99289 -2.41048 -1.40761
O -1.42411 -2.69697 -0.15011
C -0.17450 -2.15550 -0.19457
O 0.52051 -1.95649 0.78788
O 0.20268 -1.85499 -1.47477
F -2.81623 -3.42847 -1.74448
H -0.52233 -3.34277 -2.69302
H -0.97868 -1.69177 -3.17164
H -2.56001 -1.47525 -1.35074
C -4.54582 -2.07867 1.59090
C -5.65897 -2.98442 1.99365
O -6.60581 -2.82170 0.96220
C -5.87453 -2.50938 -0.14431
O -6.30291 -2.56233 -1.28517
O -4.59876 -2.13661 0.17959
F -6.21855 -2.57437 3.15399
H -4.70133 -1.04505 1.91776
H -3.57593 -2.42153 1.96124
H -5.37434 -4.03932 2.06910
C 1.65048 5.38173 4.71177
C 0.53733 4.47598 5.11452
O -0.40951 4.63871 4.08306
C 0.32177 4.95102 2.97655
O -0.10661 4.89808 1.83570
O 1.59754 5.32379 3.30046
F -0.02225 4.88604 6.27486
H 1.49497 6.41535 5.03862
H 2.62038 5.03887 5.08210
H 0.82197 3.42109 5.18997
C -3.48159 4.79514 4.99298
C -3.68998 4.99302 6.45556
O -4.67814 4.04140 6.77934
C -4.49918 3.02695 5.88741
O -4.97554 1.91132 6.01514
O -3.71362 3.40982 4.83489
F -4.18552 6.22488 6.70976
H -4.19864 5.35509 4.38332
H -2.46931 5.06162 4.67729
H -2.79641 4.81754 7.06404
C 5.53570 4.41665 -6.76216
C 5.32731 4.61453 -5.29959
O 4.33915 3.66291 -4.97580
C 4.51811 2.64846 -5.86774
O 4.04175 1.53283 -5.74001
O 5.30367 3.03132 -6.92025
F 4.83177 5.84639 -5.04538
H 4.81865 4.97659 -7.37182
H 6.54798 4.68313 -7.07786
H 6.22088 4.43905 -4.69111
C 5.26285 -4.66845 -4.81815
C 5.81650 -3.68931 -3.84017
O 4.77580 -2.75081 -3.68840
C 3.62985 -3.45252 -3.91440
O 2.51578 -3.06034 -3.60957
O 3.88170 -4.65411 -4.51791
F 6.89315 -3.05217 -4.35255
H 5.41140 -4.35868 -5.85804
H 5.68217 -5.66964 -4.68706
H 6.06762 -4.12143 -2.86563
C -9.24708 -4.11080 -1.37380
C -8.87669 -5.52845 -1.64727
O -9.85069 -5.95050 -2.57467
C -10.20488 -4.82384 -3.25427
O -10.81364 -4.82508 -4.31128
O -9.78770 -3.69112 -2.61055
F -8.99642 -6.28205 -0.53129
H -10.00939 -4.01510 -0.59335
H -8.38284 -3.50116 -1.09665
H -7.87801 -5.65629 -2.07833
C 2.58600 -1.98859 4.98716
C 2.62305 -3.32008 4.31822
O 3.49349 -4.07342 5.13167
C 3.35667 -3.54620 6.38067
O 3.73361 -4.09756 7.40135
O 2.73796 -2.32645 6.35124
F 3.16830 -3.22510 3.08479
H 3.41134 -1.33731 4.68049
H 1.64248 -1.46332 4.81612
H 1.65022 -3.81963 4.25856
*
```


(5)
Density functional theory data (ωB97M-V/def2-TZVPD) for C28H36AsNO8S2SbTi as an isolated structure.

Computed properties:
HOMO level = -10.52 eV
electronic energy = -5867.008812 a.u.
ΔE to the lowest compared entry with this formula, charge and spin = 116.2 kJ/mol

Geometry as ORCA input:
```
! RIJCOSX wB97M-V def2-TZVPD def2/J DEFGRID3
* xyz 1 1
Ti -0.20678 0.56468 0.00451
O 0.62406 -3.97942 -0.53560
C 0.18194 -2.77382 -0.82065
O 0.49114 -1.78848 -0.17768
C -0.74112 -2.75197 -2.02209
O -0.74334 -1.46595 -2.57257
C -1.99903 -0.92951 -2.95173
C -2.42713 0.17392 -1.97683
O -3.41257 0.83962 -2.12944
O -1.61458 0.27044 -0.93434
H 1.22188 -3.97014 0.22707
H -1.73432 -3.06160 -1.67618
H -0.38753 -3.48564 -2.75157
H -2.78149 -1.69067 -2.99657
H -1.89404 -0.48202 -3.93842
O 2.17606 -0.45899 2.83082
C 1.13337 -0.24401 2.27641
O 0.93350 0.66023 1.34167
C -0.10196 -1.06481 2.55154
C -0.11059 -1.96132 3.62988
C -1.17451 -2.80602 3.76027
C -2.23637 -2.73392 2.83269
C -3.35330 -3.59714 2.89392
C -4.35808 -3.50107 1.97441
C -4.30660 -2.51116 0.97311
C -3.24876 -1.64789 0.89602
C -2.17225 -1.75377 1.80486
N -1.08430 -0.94206 1.67679
H 0.73254 -1.96300 4.30554
H -1.21627 -3.53554 4.55932
H -3.39895 -4.33090 3.68869
H -5.20418 -4.17302 2.01898
H -5.11823 -2.43024 0.26215
H -3.23170 -0.87057 0.14816
C 2.59332 0.22269 -3.16559
As 2.01918 0.44622 -1.30657
C 3.30566 -0.82128 -0.54624
C 2.90437 2.13193 -0.76316
C 4.38574 2.18005 -0.97169
C 5.26448 1.89896 0.07127
C 6.63418 2.01413 -0.11365
C 7.14022 2.42069 -1.33955
C 6.27283 2.70238 -2.38581
C 4.90488 2.57699 -2.20324
H 3.68142 0.25800 -3.17573
H 2.18407 0.99662 -3.80617
H 2.24813 -0.74791 -3.52103
H 4.30485 -0.52145 -0.85881
H 3.10277 -1.82328 -0.92266
H 3.25706 -0.82421 0.54160
H 2.66101 2.23823 0.29332
H 2.41853 2.93755 -1.30940
H 4.87028 1.61061 1.03966
H 7.31048 1.79829 0.70312
H 8.20819 2.52529 -1.47607
H 6.66450 3.03390 -3.33851
H 4.21741 2.81280 -3.00820
C -2.27849 4.30314 -3.47185
O -1.69714 4.05078 -2.18359
C -0.80023 3.09746 -2.06359
S -0.18033 2.23107 -3.32592
S -0.22314 2.96819 -0.42660
H -2.93138 5.15962 -3.34072
H -2.85103 3.43303 -3.79139
H -1.50164 4.51095 -4.20554
C -3.13145 1.38843 3.69405
Sb -2.02578 1.98329 1.92438
C -2.92622 3.91349 1.59302
C -0.38192 2.80193 3.06024
H -3.41610 2.28788 4.23613
H -2.50291 0.76531 4.32923
H -4.02911 0.83606 3.42178
H -3.36836 4.24704 2.52984
H -3.69693 3.85271 0.82752
H -2.15464 4.60691 1.27163
H -0.77834 3.41534 3.86717
H 0.23548 3.41178 2.40274
H 0.23261 2.01153 3.48684
*
```


(6)
Density functional theory data (ωB97M-V/def2-TZVPD) for C28H36BN6O2S3SeTl as an isolated structure.

Computed properties:
HOMO level = -7.63 eV
electronic energy = -5361.115180 a.u.
ΔE to the lowest compared entry with this formula, charge and spin = 7.8 kJ/mol

Geometry as ORCA input:
```
! RIJCOSX wB97M-V def2-TZVPD def2/J DEFGRID3
* xyz 0 1
Tl -0.74189 0.62208 0.58705
C -1.38339 -1.15971 4.55591
N -0.28120 -0.21525 4.51641
C 0.02986 0.70178 5.49376
C 1.15925 1.32452 5.09185
N 1.53475 0.79713 3.87808
B 2.79287 1.24221 3.09667
N 2.51581 2.55642 2.26113
C 3.59076 3.23904 1.74341
C 3.12995 4.24139 0.96254
N 1.76111 4.17316 1.01138
C 0.83999 5.00440 0.25780
C 1.40030 3.12789 1.79226
S -0.25776 2.74455 2.08352
C 0.63682 -0.13697 3.53300
S 0.57264 -1.09199 2.09532
H -2.05263 -0.87129 5.36171
H -1.00700 -2.16825 4.72066
H -1.92615 -1.13167 3.61576
H -0.57667 0.82083 6.37314
H 1.73490 2.10058 5.56263
H 3.65352 1.52064 3.89538
H 3.13854 0.37217 2.33954
H 4.59842 2.94841 1.97930
H 3.64492 4.98980 0.38826
H 1.42163 5.74201 -0.28906
H 0.14499 5.50505 0.92785
H 0.27423 4.39149 -0.44238
Se -3.34041 0.56988 0.75209
C -3.73847 0.55535 2.62984
C -3.34953 1.58522 3.48328
C -3.71494 1.56492 4.82236
C -4.49742 0.53198 5.32171
C -4.90555 -0.48672 4.47136
C -4.52175 -0.48066 3.13728
H -2.77293 2.41498 3.09856
H -3.40160 2.37396 5.47108
H -4.79789 0.52736 6.36190
H -5.52251 -1.29351 4.84729
H -4.82857 -1.28394 2.47950
S 1.57601 1.57975 -0.89689
C 2.21302 0.04866 -1.33745
N 2.24627 -0.32243 -2.61859
C 2.56762 -1.67508 -3.06469
C 2.32953 -2.64650 -1.92114
C 3.06168 -2.15928 -0.68194
N 2.70080 -0.77199 -0.41766
H 1.80366 0.31237 -3.26166
H 3.60606 -1.71948 -3.40574
H 1.91718 -1.90642 -3.90915
H 2.67538 -3.64236 -2.19691
H 1.26103 -2.68566 -1.70978
H 4.14488 -2.24439 -0.80819
H 2.77751 -2.74250 0.19377
H 2.57347 -0.47750 0.54260
C -0.34261 -3.06324 -7.11644
C -0.56484 -2.37511 -5.79698
C -0.38159 -1.00675 -5.66153
C -0.57795 -0.35381 -4.44694
C -0.42625 1.14652 -4.40039
C -0.92303 -1.11552 -3.32430
C -1.14501 -2.49552 -3.44096
C -1.61414 -3.33930 -2.28265
C -0.96831 -3.09771 -4.68016
C -0.99829 -0.45083 -1.97917
O -1.51203 0.67453 -1.85055
O -0.43612 -1.05907 -1.00831
H -0.26485 -2.34240 -7.92950
H -1.16007 -3.74811 -7.34439
H 0.57861 -3.64962 -7.09985
H -0.09575 -0.42101 -6.52901
H 0.09699 1.49817 -5.29032
H 0.09381 1.49703 -3.50780
H -1.40695 1.62189 -4.36456
H -2.34964 -2.81413 -1.67476
H -0.79201 -3.59957 -1.61610
H -2.06198 -4.26112 -2.65430
H -1.15907 -4.16174 -4.77674
*
```